Entry from the OMol25 dataset: a cluster of 2 separate species, C4H12N3 in total (ωB97M-V/def2-TZVPD).

**Calculated total energy**: -8802.550 eV
**Net charge**: +1
**ΔE to the lowest compared entry with this formula, charge and spin**: 500.20 kJ/mol
**HOMO-LUMO gap**: 0.3400 hartree
**Spin multiplicity**: 1

Structure (XYZ):
```
19
C4H12N3, DFT ωB97M-V/def2-TZVPD
C 2.15331 -0.58443 0.74817
C 1.59779 0.82795 0.85509
C 0.67630 -1.26809 -1.53303
C -0.48041 1.59268 -0.25924
N 0.67651 -0.69728 -0.21062
N 0.57537 0.60033 0.06429
N -2.65544 -0.12574 1.01325
H 3.01589 -0.87010 0.11776
H 2.08782 -1.36366 1.58391
H 1.67506 1.69486 1.52459
H 1.70760 -1.46854 -1.92237
H 0.22745 -2.33812 -1.50272
H 0.24831 -0.58833 -2.32838
H -1.33824 1.07161 -0.78051
H -0.99088 2.03761 0.63758
H -0.26104 2.45676 -0.98352
H -2.46063 -1.01759 0.63830
H -3.33420 0.26898 0.42433
H -3.12056 -0.22891 1.91313
```

Atom charges from the Mulliken analysis, given in e for atoms 1 to 5: number 1, C, carries -0.326; number 2, C, carries -0.203; number 3, C, carries -0.782; number 4, C, carries -0.749; number 5, N, carries -0.141